Density functional theory data (wB97M-V/def2-TZVPD) for a 13-piece molecular cluster, H26O13 overall in a non-equilibrium geometry.

Geometry as XYZ:
```
39
Properties=species:S:1:pos:R:3:forces:R:3:nbo_charge:R:1
O 1.4100 2.3077 -2.3733 2.92 2.52 1.23 -0.99
H 1.2191 1.9187 -1.5279 -1.00 -0.57 -0.32 0.51
H 0.8780 2.1925 -3.0918 -3.01 -1.04 -1.79 0.49
O 3.0379 -1.6228 1.7593 -0.57 1.70 1.36 -0.97
H 2.7402 -2.4967 1.8609 -0.11 -2.47 -0.31 0.48
H 2.3296 -1.2140 2.3289 1.14 0.10 -0.89 0.49
O -0.9016 -3.4984 -0.9206 -10.44 4.22 4.79 -0.91
H -0.7441 -2.6425 -1.0955 1.37 4.14 -1.12 0.46
H -0.3561 -4.0628 -1.1339 9.04 -8.36 -3.62 0.45
O -2.3832 -0.8953 0.9767 -2.35 0.10 -2.30 -0.94
H -1.5755 -0.6747 1.3214 3.29 0.81 1.28 0.47
H -2.6800 -1.6135 1.4811 -0.60 -1.75 1.07 0.48
O -3.5393 1.3622 0.5976 -0.27 3.94 0.00 -0.96
H -3.6211 0.5409 0.2092 -0.07 -2.76 -0.67 0.48
H -3.5128 1.3049 1.5431 0.12 -0.51 0.48 0.48
O 1.5335 0.3678 1.5814 -1.76 -0.55 -0.62 -0.97
H 2.0947 0.0040 0.8902 0.26 0.13 0.01 0.51
H 1.9907 1.0401 2.0355 1.06 1.33 0.54 0.47
O -1.0793 2.4452 -0.7007 1.35 -2.86 0.36 -0.98
H -0.9544 3.3533 -0.6877 -0.32 2.50 -0.23 0.47
H -1.9592 2.1522 -0.8937 -0.94 0.32 0.09 0.51
O 0.1175 0.3193 -3.5583 0.36 -0.65 0.85 -0.94
H 1.0372 0.0553 -3.6829 -0.08 0.06 0.05 0.48
H -0.1831 0.5861 -4.4081 -0.56 0.15 -1.18 0.47
O -0.1675 -0.7771 3.7614 -2.51 -2.70 0.06 -0.93
H 0.5306 -0.2093 3.7242 3.39 2.19 -0.21 0.46
H -0.8773 -0.1499 3.7956 -1.03 0.36 0.34 0.48
O 2.6123 -3.2101 -0.4851 3.01 -0.61 1.71 -0.94
H 1.9952 -2.7285 -0.9532 -2.18 1.51 -1.60 0.46
H 3.2686 -2.5164 -0.2103 -0.86 -1.02 -0.28 0.49
O -2.8310 -0.4335 -2.3896 -4.96 -0.65 0.03 -0.94
H -3.4893 -1.1114 -1.9896 1.81 1.75 -1.05 0.47
H -2.0126 -0.7144 -2.1146 3.13 -0.97 1.00 0.47
O 3.3605 1.7176 -1.3093 1.33 -0.43 -1.11 -1.01
H 3.3430 2.0966 -0.4283 0.18 0.92 -0.60 0.47
H 3.2504 2.3253 -2.1284 -0.18 -1.03 2.95 0.53
O -1.2524 1.7538 3.0875 1.82 0.51 -4.73 -1.00
H -1.2054 2.7414 2.7048 -0.15 -3.47 1.08 0.50
H -0.8475 1.1309 2.2345 -1.63 3.15 3.35 0.50
```
Forces are in eV/Å.

100
Properties=species:S:1:pos:R:3:forces:R:3:mulliken_charge:R:1 method="wB97M-V/def2-TZVPD" charge=+2
Pt 0.4689 0.0152 0.6739 -0.04 0.12 -0.03 1.28
C 1.1071 4.3635 -0.1021 0.01 0.00 -0.04 -0.50
O 1.8899 3.5116 -0.9979 0.03 0.02 -0.02 -0.42
C 1.6391 2.2889 -0.6054 -0.07 0.01 0.03 0.21
N 0.6999 2.0857 0.2642 0.15 0.02 0.11 0.01
C 0.0006 3.4283 0.3645 -0.05 -0.07 -0.09 -0.74
C -0.6577 3.8236 1.6513 0.07 0.07 -0.01 0.49
C 0.0547 4.3962 2.7047 -0.01 -0.09 0.03 -0.12
C -0.6075 4.8084 3.8493 0.02 -0.01 -0.01 -0.75
C -1.9857 4.6653 3.9503 -0.03 0.01 0.00 -0.59
C -2.7023 4.1153 2.8986 0.02 -0.02 -0.02 -0.44
C -2.0383 3.6980 1.7520 -0.03 0.07 -0.01 -0.25
C 2.3747 1.1739 -1.2246 0.01 0.07 -0.03 0.61
C 3.4599 1.2158 -2.0828 0.01 -0.03 -0.01 -0.64
C 3.9846 0.0017 -2.5167 -0.04 -0.01 0.03 -0.47
C 3.4439 -1.2047 -2.0733 0.00 0.05 -0.04 -0.61
C 2.3606 -1.1446 -1.2175 0.05 -0.02 -0.01 0.46
N 1.8430 0.0228 -0.8471 -0.01 -0.15 0.05 -0.12
C 1.6406 -2.2476 -0.5579 -0.04 0.00 0.03 0.51
N 0.7131 -1.9928 0.3055 0.09 0.06 0.01 -0.38
C 0.0814 -3.2771 0.6735 0.01 -0.02 0.05 0.71
C 1.0363 -4.3040 0.0150 -0.02 0.00 -0.01 -0.51
O 1.9161 -3.4903 -0.8334 -0.03 0.01 -0.05 -0.47
C -1.3389 -3.4080 0.1684 0.01 0.00 -0.02 -0.29
C -2.0326 -4.5683 0.5078 -0.01 0.02 0.02 0.01
C -3.3262 -4.7667 0.0572 0.00 0.00 0.00 -0.98
C -3.9420 -3.8025 -0.7326 0.00 0.00 0.00 -0.50
C -3.2551 -2.6491 -1.0712 0.00 0.00 -0.01 -1.08
C -1.9527 -2.4521 -0.6268 0.02 0.00 -0.02 0.24
H 0.7545 5.2207 -0.6647 0.00 -0.01 -0.02 0.34
H 1.7825 4.6748 0.6927 -0.04 0.04 0.01 0.34
H -0.7657 3.3881 -0.4162 -0.06 -0.05 0.08 0.74
H 1.1303 4.5078 2.6549 0.01 -0.01 0.01 0.26
H -0.0504 5.2425 4.6681 -0.01 0.01 0.00 0.40
H -2.4967 4.9939 4.8452 0.00 -0.01 0.01 0.44
H -3.7792 4.0230 2.9591 0.00 0.01 0.02 0.48
H -2.6022 3.2860 0.9223 0.00 0.01 -0.01 0.30
H 3.8804 2.1616 -2.3939 -0.01 0.00 0.00 0.55
H 4.8296 -0.0062 -3.1913 0.00 0.00 0.00 0.49
H 3.8523 -2.1578 -2.3785 0.00 0.00 0.00 0.57
H 0.1151 -3.3698 1.7603 -0.05 -0.04 -0.02 -0.34
H 0.5177 -4.9955 -0.6418 0.01 -0.03 0.03 0.37
H 1.6706 -4.8391 0.7172 0.03 0.05 0.01 0.35
H -1.5620 -5.3218 1.1315 0.01 0.00 0.00 0.49
H -3.8544 -5.6738 0.3189 0.00 0.00 0.00 0.44
H -4.9525 -3.9563 -1.0861 0.00 0.00 0.00 0.46
H -3.7290 -1.8989 -1.6900 0.00 0.00 0.00 0.45
H -1.4299 -1.5448 -0.9052 -0.01 -0.01 0.01 0.46
C -0.4323 1.2008 3.8266 0.15 -0.06 0.01 0.79
C -1.0083 0.9479 5.2126 0.01 -0.02 0.01 -1.30
As -0.3666 2.3014 6.5259 0.01 0.00 0.01 0.28
C -0.6242 1.1947 8.1090 0.00 0.00 0.00 0.26
C 0.2920 1.2632 9.1551 0.00 0.00 0.00 -0.45
C 0.0885 0.5297 10.3145 -0.01 0.00 0.00 -0.63
C -1.0366 -0.2731 10.4431 0.00 0.00 -0.01 -0.49
C -1.9594 -0.3373 9.4098 0.00 0.00 0.01 -0.75
C -1.7557 0.3958 8.2482 0.01 0.00 -0.01 -0.21
C 1.5254 1.9178 6.2027 -0.02 0.02 -0.01 -0.22
C 2.0580 0.6369 6.3375 -0.01 -0.01 0.00 0.21
C 3.3844 0.3913 6.0173 0.01 0.00 0.01 -0.69
C 4.1951 1.4237 5.5591 0.00 0.00 -0.01 -0.60
C 3.6762 2.7028 5.4265 0.01 -0.01 0.01 -0.80
C 2.3449 2.9458 5.7470 -0.01 0.00 0.01 -0.21
P -0.6255 -0.2129 2.6967 0.03 -0.10 0.03 -0.09
C -2.3842 -0.6128 2.6507 0.00 0.06 -0.05 0.92
C -2.8670 -1.9175 2.5912 0.01 -0.01 0.01 -0.36
C -4.2306 -2.1532 2.5198 -0.01 0.00 -0.01 -1.15
C -5.1217 -1.0903 2.4997 0.00 0.00 0.00 -1.11
C -4.6481 0.2132 2.5584 -0.01 -0.01 0.00 -0.76
C -3.2858 0.4519 2.6353 -0.01 -0.01 -0.01 -0.50
C 0.2501 -1.5392 3.5815 -0.08 0.01 0.04 0.83
C 1.6253 -1.6821 3.3916 0.01 0.03 -0.02 -0.28
C 2.3462 -2.6119 4.1246 0.01 0.00 -0.01 -1.14
C 1.7029 -3.4042 5.0656 -0.01 0.00 0.00 -0.81
C 0.3404 -3.2520 5.2824 0.01 0.00 -0.01 -1.07
C -0.3828 -2.3219 4.5495 -0.01 -0.02 -0.02 -0.25
H 0.6549 1.3359 3.8824 -0.02 0.06 -0.02 0.81
H -0.8400 2.0956 3.3659 -0.08 0.00 -0.02 -0.62
H -0.6817 -0.0152 5.6034 -0.04 -0.02 0.00 0.61
H -2.0986 0.9540 5.1900 0.00 0.03 0.00 0.70
H 1.1755 1.8852 9.0671 0.00 0.00 0.00 0.44
H 0.8079 0.5888 11.1205 0.00 0.00 0.00 0.40
H -1.1969 -0.8408 11.3498 0.00 0.00 0.00 0.40
H -2.8442 -0.9524 9.5101 0.00 0.00 0.00 0.41
H -2.4956 0.3421 7.4575 0.00 0.00 0.00 0.34
H 1.4395 -0.1703 6.7169 0.00 0.00 0.00 0.40
H 3.7937 -0.6032 6.1439 0.00 0.00 0.00 0.51
H 5.2356 1.2345 5.3292 0.00 0.00 0.00 0.44
H 4.3113 3.5148 5.0963 0.00 0.00 0.00 0.49
H 1.9468 3.9511 5.6607 0.01 0.00 0.00 0.41
H -2.1893 -2.7582 2.6135 0.00 0.00 -0.01 0.62
H -4.5964 -3.1703 2.4827 0.00 -0.01 0.00 0.53
H -6.1858 -1.2776 2.4475 -0.01 0.00 0.00 0.44
H -5.3424 1.0429 2.5551 0.00 0.01 0.00 0.53
H -2.9259 1.4703 2.6954 -0.01 -0.01 0.01 -0.01
H 2.1435 -1.0495 2.6792 0.00 0.00 0.00 0.34
H 3.4131 -2.7084 3.9711 0.00 0.00 0.00 0.58
H 2.2646 -4.1293 5.6393 0.00 -0.01 0.00 0.48
H -0.1616 -3.8515 6.0300 0.00 0.00 0.00 0.52
H -1.4411 -2.2059 4.7419 0.01 0.01 0.01 0.58

no.,highest occupied orbital energy (eV),gap between HOMO and LUMO (eV)
1,-10.42,10.4
2,-12.20,5.6